{"formula": "C16H40AsF6HgO18S5", "method": "the ωB97M-V functional and the def2-TZVPD basis", "molar_mass_g_mol": 1070.313, "de_lowest_kcal_mol": 0.00, "multiplicity": 1, "homo_ev": -2.3, "charge": -1, "gap_ev": 4.208, "species": ["Hg", "As", "F", "F", "F", "F", "F", "F", "C", "O", "O", "O", "O", "S", "O", "O", "C", "C", "C", "H", "H", "H", "H", "H", "H", "H", "H", "O", "S", "O", "O", "C", "C", "C", "H", "H", "H", "H", "H", "H", "H", "H", "O", "S", "O", "O", "C", "C", "C", "H", "H", "H", "H", "H", "H", "H", "H", "O", "S", "O", "O", "C", "C", "C", "H", "H", "H", "H", "H", "H", "H", "H", "O", "S", "O", "O", "C", "C", "C", "H", "H", "H", "H", "H", "H", "H", "H"], "coordinates": [[-1.434, -0.715, -0.607], [-4.173, 1.508, 0.945], [-2.566, 1.845, 1.668], [-4.396, 0.537, 2.473], [-5.824, 1.003, 0.426], [-3.898, 2.398, -0.542], [-3.424, 0.037, 0.115], [-4.813, 2.938, 1.784], [-2.340, -3.361, -0.915], [-2.581, -4.519, -1.064], [-1.634, -3.087, 0.041], [-2.618, -2.434, -1.627], [1.005, -4.045, 0.456], [1.762, -2.833, 0.110], [1.005, -1.551, -0.041], [2.920, -2.606, 1.230], [3.228, -3.505, 2.370], [4.606, -4.241, 2.046], [2.842, -2.967, -1.398], [2.497, -4.291, 2.558], [3.151, -2.909, 3.280], [4.556, -5.130, 2.674], [5.444, -3.656, 2.425], [4.812, -4.515, 1.011], [2.287, -3.156, -2.317], [3.605, -3.714, -1.181], [3.219, -1.956, -1.554], [-2.891, 0.135, -4.577], [-3.284, 0.770, -3.303], [-2.233, 0.716, -2.217], [-3.903, 2.370, -3.465], [-2.954, 3.486, -3.736], [-3.077, 4.238, -5.098], [-4.839, 0.021, -2.760], [-1.971, 3.093, -3.476], [-3.225, 4.247, -3.004], [-2.309, 3.869, -5.779], [-2.877, 5.295, -4.927], [-4.071, 4.335, -5.536], [-5.646, -0.019, -3.491], [-5.210, 0.557, -1.887], [-4.466, -0.994, -2.620], [2.208, -1.608, -4.060], [1.304, -0.637, -3.339], [0.042, -0.935, -2.632], [2.244, 0.244, -2.383], [3.563, 0.529, -2.739], [4.030, 1.867, -2.118], [0.862, 0.728, -4.520], [3.639, 0.578, -3.825], [4.197, -0.303, -2.433], [3.270, 2.647, -2.171], [4.914, 2.223, -2.648], [4.237, 1.667, -1.066], [0.025, 1.232, -4.036], [0.279, 0.188, -5.266], [1.757, 1.315, -4.726], [0.720, 3.487, -1.203], [0.525, 2.495, -0.144], [-0.194, 1.275, -0.387], [2.012, 2.056, 0.462], [2.068, 1.024, 1.404], [2.922, 1.369, 2.630], [-0.259, 3.365, 1.316], [2.560, 0.091, 1.130], [1.061, 0.734, 1.705], [2.623, 2.372, 2.934], [4.001, 1.254, 2.520], [2.560, 0.813, 3.495], [0.453, 4.124, 1.642], [-0.435, 2.686, 2.150], [-1.163, 3.883, 0.995], [-1.044, -0.722, 1.659], [-0.906, -1.455, 2.933], [-0.568, -2.871, 2.913], [0.315, -0.668, 3.752], [0.706, -1.259, 4.960], [0.055, -0.798, 6.299], [-2.438, -1.196, 4.044], [1.742, -0.926, 5.028], [0.759, -2.347, 4.971], [-0.968, -1.171, 6.265], [-0.145, 0.273, 6.295], [0.511, -1.225, 7.192], [-2.606, -0.127, 4.180], [-2.396, -1.945, 4.834], [-3.323, -1.519, 3.495]], "forces_ev_per_a": [[-0.014, -3.973, -0.408], [-0.310, -1.409, 1.709], [-1.015, 0.129, -1.165], [-0.119, 0.719, -1.639], [1.889, 0.617, 0.304], [-0.124, -0.332, 1.140], [-2.195, 1.966, 1.450], [0.443, -1.022, -0.948], [1.280, -2.615, 1.682], [-2.672, -5.749, -2.189], [4.594, 3.540, 6.510], [-3.197, 6.952, -6.478], [2.417, 2.222, -0.939], [-3.293, -0.216, 0.018], [2.780, -2.776, 0.544], [-0.222, 0.045, 0.442], [0.604, -0.910, -1.843], [-1.012, 0.964, 1.765], [-0.681, 0.299, 1.005], [-0.493, 0.214, -0.863], [0.750, 0.322, -0.226], [0.284, -0.273, -0.221], [0.065, 0.116, -0.199], [-0.580, 0.142, 0.057], [-0.363, -0.511, 0.492], [-0.054, 0.166, -0.144], [0.388, -0.203, 0.456], [-0.552, 1.905, 1.947], [0.627, -0.169, 0.099], [-2.878, 1.541, -3.456], [1.631, -1.404, -0.706], [-1.171, 0.044, 0.351], [0.586, -0.439, 0.585], [0.711, 0.237, -0.028], [0.193, 0.380, -0.378], [0.055, -0.408, 0.429], [-0.459, -0.020, -0.405], [0.535, 0.011, 0.340], [-0.064, -0.947, 0.029], [0.579, 0.422, -0.511], [0.394, -0.377, 0.187], [-0.128, -0.274, 0.744], [-2.668, 2.041, 2.097], [-0.381, 0.437, -1.952], [3.669, -0.182, -1.737], [-1.698, -0.547, 1.218], [1.290, 0.736, -0.855], [-0.452, -0.966, 0.068], [-0.953, -1.893, 1.272], [0.048, 0.019, -0.153], [0.167, 0.076, 0.090], [-0.134, -0.171, -0.079], [0.117, -0.148, 0.155], [0.164, 0.369, -0.010], [0.559, 0.528, 0.544], [0.855, 0.133, -0.865], [-0.443, -0.158, -0.472], [0.218, -1.814, 1.655], [0.070, 0.900, 1.082], [0.588, 1.030, -0.173], [-0.907, 1.679, -1.849], [0.373, -1.918, 2.189], [-1.387, 1.242, 0.437], [1.123, -0.033, -0.651], [-0.454, 0.106, -1.553], [0.034, 0.020, 0.073], [0.638, 0.487, -0.003], [-0.167, 0.147, -0.166], [0.201, -0.617, -0.208], [0.205, -0.040, -0.226], [-0.131, -0.215, -0.456], [-0.008, -0.499, -0.188], [0.577, -0.582, 4.210], [-0.966, -0.909, -1.529], [-0.408, 2.212, 0.505], [-2.081, -0.267, -0.876], [2.051, 0.165, 2.306], [-1.767, -0.200, -1.801], [0.612, -0.619, -1.778], [0.292, -0.140, 0.016], [-0.377, -0.056, -0.618], [-0.096, -0.299, 0.363], [0.770, 0.178, 0.379], [0.350, 0.349, -0.249], [0.436, -0.178, 0.614], [0.524, 0.701, 0.412], [0.338, -0.027, -0.776]]}

{"formula": "C16H40BBrN6O4", "method": "the ωB97M-V functional and the def2-TZVPD basis", "molar_mass_g_mol": 471.250, "de_lowest_kcal_mol": 0.00, "multiplicity": 1, "smiles": "COCCCCCCCCCCCCBBr.NC(N)=O.NC(N)=O.NC(N)=O", "homo_ev": -9.1, "gap_ev": 9.698, "species": ["C", "O", "C", "C", "C", "C", "C", "C", "C", "C", "C", "C", "C", "C", "B", "Br", "H", "H", "H", "H", "H", "H", "H", "H", "H", "H", "H", "H", "H", "H", "H", "H", "H", "H", "H", "H", "H", "H", "H", "H", "H", "H", "H", "H", "N", "C", "N", "O", "H", "H", "H", "H", "N", "C", "N", "O", "H", "H", "H", "H", "N", "C", "N", "O", "H", "H", "H", "H"], "coordinates": [[2.556, -2.971, 1.541], [3.259, -3.181, 0.339], [3.531, -1.985, -0.381], [4.666, -1.137, 0.217], [4.420, 0.368, 0.396], [3.691, 0.815, 1.678], [2.284, 1.432, 1.556], [1.299, 0.784, 0.590], [-0.007, 1.556, 0.471], [-0.898, 1.035, -0.648], [-2.262, 1.722, -0.731], [-3.216, 1.408, 0.419], [-3.790, -0.006, 0.363], [-4.707, -0.344, 1.552], [-6.113, -0.951, 1.295], [-7.100, -0.530, -0.302], [1.512, -2.694, 1.342], [3.013, -2.183, 2.150], [2.575, -3.905, 2.103], [3.806, -2.334, -1.377], [2.608, -1.397, -0.480], [4.948, -1.579, 1.178], [5.542, -1.231, -0.425], [3.909, 0.766, -0.487], [5.407, 0.834, 0.381], [3.661, -0.022, 2.386], [4.311, 1.572, 2.164], [1.830, 1.434, 2.553], [2.385, 2.486, 1.276], [1.747, 0.699, -0.406], [1.088, -0.240, 0.922], [0.223, 2.607, 0.267], [-0.536, 1.519, 1.431], [-1.032, -0.049, -0.551], [-0.363, 1.202, -1.587], [-2.749, 1.440, -1.671], [-2.094, 2.804, -0.782], [-2.710, 1.556, 1.380], [-4.053, 2.116, 0.408], [-4.334, -0.121, -0.580], [-2.967, -0.726, 0.330], [-4.203, -0.997, 2.271], [-4.910, 0.577, 2.126], [-6.673, -1.666, 2.055], [-9.949, -4.040, 4.224], [-9.020, -3.569, 3.337], [-9.347, -3.710, 2.015], [-7.976, -3.056, 3.695], [-10.815, -4.461, 3.947], [-9.733, -3.952, 5.199], [-8.712, -3.321, 1.343], [-10.213, -4.104, 1.701], [-0.718, 4.865, -3.103], [0.189, 3.843, -3.176], [0.363, 3.303, -4.422], [0.794, 3.438, -2.201], [-1.234, 5.204, -3.892], [-0.870, 5.275, -2.201], [1.019, 2.549, -4.503], [-0.132, 3.616, -5.234], [9.454, -0.359, -2.517], [8.090, -0.254, -2.509], [7.488, -0.348, -3.734], [7.456, -0.089, -1.483], [9.993, -0.497, -3.351], [9.921, -0.299, -1.632], [6.489, -0.273, -3.757], [7.992, -0.489, -4.589]], "forces_ev_per_a": [[-0.004, 0.065, -0.109], [0.124, -0.034, 0.081], [-0.190, 0.073, 0.026], [0.084, -0.036, 0.016], [-0.043, 0.117, -0.152], [-0.088, -0.118, 0.145], [0.024, 0.134, -0.082], [0.142, -0.200, 0.044], [-0.027, 0.048, 0.107], [0.002, -0.099, -0.058], [0.023, 0.103, -0.051], [-0.031, -0.037, 0.084], [0.038, 0.026, -0.045], [0.113, -0.144, -0.016], [0.109, 0.029, 0.076], [-0.089, -0.011, -0.102], [0.027, 0.023, 0.024], [-0.016, -0.034, 0.012], [-0.013, 0.024, -0.028], [-0.019, 0.084, -0.014], [0.035, -0.047, 0.042], [-0.005, 0.037, -0.002], [0.001, -0.088, 0.049], [0.018, -0.033, 0.007], [-0.027, 0.025, -0.012], [-0.048, -0.031, -0.091], [-0.013, -0.054, 0.086], [0.037, 0.071, 0.000], [0.017, -0.042, -0.072], [-0.020, 0.058, 0.020], [-0.013, -0.025, -0.057], [-0.049, -0.015, 0.014], [0.044, 0.025, -0.015], [0.028, 0.043, 0.028], [-0.054, -0.054, -0.006], [0.004, 0.036, 0.013], [-0.010, -0.034, -0.006], [-0.025, 0.000, -0.029], [0.032, -0.004, -0.024], [0.038, 0.023, 0.019], [-0.069, -0.016, 0.007], [0.042, 0.092, 0.011], [-0.100, -0.044, 0.002], [-0.023, 0.056, 0.010], [0.008, -0.017, 0.010], [-0.024, 0.071, -0.066], [0.026, -0.055, -0.009], [-0.004, -0.040, 0.091], [0.005, 0.000, 0.002], [0.000, -0.007, -0.008], [-0.011, 0.021, 0.000], [-0.010, 0.031, 0.001], [0.018, 0.012, 0.007], [-0.059, -0.012, -0.008], [0.014, 0.000, 0.006], [0.048, 0.012, 0.018], [-0.004, -0.006, 0.006], [-0.004, -0.004, -0.007], [-0.009, 0.003, -0.001], [-0.002, -0.006, 0.003], [0.008, 0.007, 0.006], [-0.004, -0.013, -0.008], [-0.006, 0.007, -0.002], [0.004, 0.019, 0.007], [-0.002, -0.001, 0.005], [-0.003, -0.004, -0.008], [0.009, -0.001, 0.000], [-0.004, -0.002, 0.003]]}

{"formula": "C16H40F12K2O8P2", "method": "the ωB97M-V functional and the def2-TZVPD basis", "molar_mass_g_mol": 728.608, "de_lowest_kcal_mol": 144.45, "multiplicity": 1, "homo_ev": -9.1, "gap_ev": 6.652, "species": ["K", "K", "P", "F", "F", "F", "F", "F", "F", "P", "F", "F", "F", "F", "F", "F", "C", "O", "C", "C", "O", "C", "H", "H", "H", "H", "H", "H", "H", "H", "H", "H", "C", "O", "C", "C", "O", "C", "H", "H", "H", "H", "H", "H", "H", "H", "H", "H", "C", "O", "C", "C", "O", "C", "H", "H", "H", "H", "H", "H", "H", "H", "H", "H", "C", "O", "C", "C", "O", "C", "H", "H", "H", "H", "H", "H", "H", "H", "H", "H"], "coordinates": [[13.358, -1.644, 2.407], [12.819, 3.110, 9.669], [16.971, 3.113, 3.204], [18.496, 2.914, 3.689], [16.622, 4.259, 4.279], [17.579, 4.137, 2.208], [15.382, 3.385, 2.749], [17.018, 2.072, 2.008], [16.333, 2.159, 4.268], [10.670, -2.808, 7.583], [11.462, -1.534, 7.024], [12.174, -3.448, 7.662], [10.711, -2.209, 9.070], [9.893, -4.167, 8.042], [9.202, -2.100, 7.164], [10.636, -3.562, 6.075], [4.925, -5.719, 2.801], [3.501, -5.459, 3.023], [3.118, -5.892, 4.299], [3.122, -4.744, 5.321], [2.428, -3.511, 5.021], [1.001, -3.704, 5.181], [5.446, -4.980, 2.192], [5.050, -6.684, 2.310], [5.483, -5.906, 3.718], [3.566, -6.832, 4.623], [2.067, -6.100, 4.099], [4.171, -4.520, 5.517], [2.720, -5.097, 6.270], [0.720, -4.094, 6.160], [0.706, -4.280, 4.305], [0.427, -2.779, 5.141], [12.136, -14.106, 8.292], [12.650, -13.160, 9.295], [12.526, -11.815, 8.917], [11.130, -11.075, 9.173], [10.165, -11.651, 8.265], [10.163, -10.940, 7.034], [12.547, -13.924, 7.299], [11.055, -14.005, 8.185], [12.297, -15.146, 8.576], [12.842, -11.641, 7.889], [13.270, -11.454, 9.627], [11.216, -9.991, 9.098], [10.872, -11.181, 10.226], [10.923, -11.256, 6.319], [10.391, -9.894, 7.236], [9.169, -11.006, 6.591], [14.644, -6.337, 1.444], [15.531, -5.610, 2.282], [15.827, -6.081, 3.557], [17.222, -5.482, 4.006], [17.010, -4.161, 4.329], [18.142, -3.656, 4.977], [14.682, -5.941, 0.429], [13.592, -6.158, 1.666], [14.896, -7.395, 1.506], [15.875, -7.168, 3.615], [14.994, -5.730, 4.166], [17.966, -5.715, 3.244], [17.552, -5.923, 4.947], [17.969, -2.607, 5.217], [18.957, -3.425, 4.292], [18.572, -4.261, 5.776], [3.473, -5.428, 13.676], [4.936, -5.607, 14.054], [5.332, -6.977, 14.302], [6.843, -7.305, 14.026], [7.629, -6.492, 14.910], [9.037, -6.729, 14.914], [3.263, -4.386, 13.915], [2.777, -6.026, 14.263], [3.168, -5.729, 12.674], [4.886, -7.459, 13.433], [4.852, -7.379, 15.195], [7.039, -6.976, 13.005], [7.131, -8.357, 14.030], [9.529, -6.635, 13.946], [9.102, -7.768, 15.235], [9.483, -5.967, 15.552]], "forces_ev_per_a": [[0.169, 0.029, 0.297], [0.014, -0.176, -0.180], [-1.965, 2.120, -0.194], [-0.443, -1.242, 0.925], [1.416, 1.498, 0.857], [-0.131, 2.374, -1.487], [-0.151, 0.170, -1.220], [0.478, -2.066, 0.177], [0.555, -3.080, 1.047], [-0.764, -2.093, -2.716], [-0.531, 1.433, -0.608], [-0.398, -0.732, 1.535], [-0.308, -0.276, -0.313], [0.592, 0.963, 1.060], [1.560, -0.318, 1.072], [0.039, 1.248, -0.217], [-0.580, -0.728, 0.032], [2.905, -0.138, -0.571], [-2.682, 1.226, -0.517], [0.679, 0.110, 0.598], [-0.412, -0.960, 0.343], [0.678, 0.397, -0.813], [-0.505, 0.301, 0.173], [-0.328, -0.115, -0.476], [-0.146, 0.685, 0.383], [0.395, 0.218, 0.253], [-0.304, -0.505, 0.409], [-0.002, 0.600, -0.041], [-0.027, -0.374, 0.143], [0.270, -0.711, -0.067], [-0.606, -0.458, 0.450], [0.668, 0.460, -0.295], [-0.556, 0.740, 0.644], [-1.277, -2.103, -1.593], [-0.349, 1.174, 1.355], [1.436, -1.934, -0.384], [0.323, 0.990, 0.651], [-0.121, 0.430, 0.299], [0.421, 0.132, 0.046], [-0.077, 0.209, 0.129], [0.519, 0.286, 0.350], [0.090, -0.048, -0.166], [0.028, 1.199, -0.346], [0.187, 0.107, -0.700], [-0.533, -0.779, -0.122], [0.053, -0.485, -0.017], [-0.250, 0.237, -0.122], [0.102, -0.142, -0.022], [0.084, 0.297, 0.504], [0.199, 0.697, -1.902], [0.780, 0.330, 0.654], [-2.371, -1.674, 0.223], [0.373, 1.070, -0.100], [0.851, 2.014, -0.793], [0.808, -0.183, -0.063], [-0.242, -0.302, 0.775], [-0.245, -0.118, -0.321], [0.016, -0.253, -0.189], [0.321, -0.127, 0.863], [0.139, 0.452, -0.305], [-0.041, -0.909, -0.030], [-0.663, -0.234, 1.001], [0.380, -0.881, -0.639], [-0.523, -0.061, 0.279], [1.587, -0.505, 1.239], [-1.443, 0.031, -0.123], [-0.388, -0.320, -2.301], [-0.310, 2.524, 0.755], [-0.071, 0.009, -0.313], [-1.182, -0.366, -0.237], [0.135, -0.092, -0.416], [0.406, -0.205, 0.748], [0.904, 0.337, -0.491], [-0.339, -0.947, 0.127], [0.488, 0.101, 0.333], [-0.022, 0.153, -0.267], [-0.418, -0.306, 0.611], [-0.263, 0.041, -0.405], [0.963, 0.009, 0.414], [-0.047, -0.458, 0.325]]}